Below is a structure of composition C27H19BrN6O9SY at a distorted geometry, with properties calculated with wB97M-V/def2-TZVPD.

Last column: natural (NBO) charge in e.
Positions of all 64 atoms, in Å:
Y (-0.12431, -0.14708, 0.45122)  2.024
C (-0.98356, -5.09347, 6.12800)  -0.639
C (-0.90221, -3.79145, 5.37567)  0.027
C (-1.40277, -3.68276, 4.07773)  -0.169
C (-1.32794, -2.49168, 3.38029)  -0.165
C (-0.73634, -1.38974, 3.99174)  -0.388
C (-0.24527, -1.46700, 5.29113)  -0.149
C (-0.32378, -2.66967, 5.96721)  -0.210
S (-0.66289, 0.15692, 3.18504)  2.333
O (-0.89128, 1.18601, 4.14061)  -0.886
O (-1.62752, 0.08348, 2.03221)  -1.019
N (0.66850, 0.34667, 2.32984)  -1.104
C (2.02113, 0.04792, 2.55164)  0.155
C (2.64713, -0.05336, 3.76172)  -0.216
C (4.03936, -0.28782, 3.84670)  -0.170
C (4.80011, -0.41380, 2.72771)  -0.191
C (4.18682, -0.33550, 1.45390)  -0.103
C (4.90824, -0.46148, 0.24483)  -0.074
C (4.26193, -0.40738, -0.95684)  -0.269
C (2.86991, -0.24880, -0.96769)  0.093
N (2.16050, -0.11077, 0.13326)  -0.599
C (2.80116, -0.12587, 1.35529)  0.224
H (-1.76130, -5.73976, 5.72241)  0.226
H (-1.18772, -4.92390, 7.18531)  0.232
H (-0.03413, -5.63112, 6.05997)  0.236
H (-1.87552, -4.54362, 3.61525)  0.216
H (-1.75365, -2.41027, 2.39262)  0.225
H (0.16912, -0.58745, 5.77161)  0.238
H (0.05765, -2.73697, 6.98080)  0.228
H (2.06615, 0.07848, 4.66770)  0.227
H (4.50466, -0.34652, 4.82398)  0.233
H (5.87079, -0.57385, 2.79323)  0.228
H (5.98271, -0.60452, 0.28612)  0.234
H (4.79712, -0.49930, -1.89410)  0.243
H (2.32818, -0.23456, -1.90476)  0.212
O (0.82244, -7.72906, -1.40598)  -0.358
N (-0.09871, -7.14326, -1.94438)  0.533
O (-0.87624, -7.63126, -2.74239)  -0.348
C (-0.26908, -5.71370, -1.61127)  -0.028
C (0.52914, -5.15477, -0.65617)  -0.103
C (0.36849, -3.81616, -0.36598)  -0.097
C (-0.51360, -2.95766, -1.06518)  0.485
O (-0.48658, -1.67740, -0.89636)  -0.834
C (-1.37710, -3.63564, -1.97717)  -0.067
C (-1.24548, -4.97683, -2.24618)  -0.100
N (-2.51073, -2.96659, -2.66940)  0.537
O (-2.56418, -1.74889, -2.68946)  -0.379
O (-3.38124, -3.69119, -3.11478)  -0.345
N (1.16783, -3.28272, 0.73118)  0.571
O (2.15030, -3.87165, 1.09749)  -0.300
O (0.77323, -2.25752, 1.29689)  -0.459
H (1.25322, -5.74816, -0.12092)  0.287
H (-1.90121, -5.45418, -2.95678)  0.295
Br (0.85680, 2.94482, 0.30739)  0.187
C (-0.83138, 2.76778, -0.53515)  0.168
C (-1.52818, 3.88139, -0.94216)  -0.254
C (-2.74757, 3.67231, -1.56980)  -0.100
C (-3.20066, 2.37895, -1.77440)  -0.236
C (-2.42503, 1.32817, -1.33947)  0.082
N (-1.24486, 1.51677, -0.71725)  -0.617
H (-1.12455, 4.86991, -0.77648)  0.255
H (-3.33367, 4.52085, -1.90264)  0.245
H (-4.13969, 2.17985, -2.27283)  0.251
H (-2.72289, 0.30313, -1.51170)  0.244

Calculated values
2S+1	1
net charge	+1
E_LUMO	-3.95	eV

***

Below is a cluster of 7 separate species, C17H31ClF3NO28S7 in total at a distorted geometry, with properties calculated with wB97M-V/def2-TZVPD.

Last column: Löwdin charge in e.
Positions of all 88 atoms, in Å:
C (-1.64402, -3.68377, 1.57521)  -0.111
C (-1.29915, -2.43038, 0.72132)  -0.622
Cl (-2.79139, -1.39466, 0.52943)  0.614
C (-0.82246, -2.76421, -0.70928)  -0.171
O (0.59825, -2.62171, -0.91268)  -0.049
C (1.01437, -1.37756, -0.74758)  -0.530
O (0.31654, -0.38491, -0.78427)  0.125
N (2.45294, -1.21157, -0.56501)  0.017
S (2.99738, -1.43097, 0.98797)  0.704
O (2.50608, -0.41456, 1.85996)  -0.235
O (4.41511, -1.50492, 0.91304)  -0.265
C (2.46802, -3.06626, 1.72237)  -0.650
F (3.47180, -3.42953, 2.52684)  0.142
F (1.39406, -2.96503, 2.49149)  0.153
F (2.35333, -4.02773, 0.81206)  0.156
H (-1.41114, -4.62646, 1.08208)  0.082
H (-1.06068, -3.59155, 2.49926)  0.073
H (-2.70434, -3.57599, 1.86934)  0.031
H (-0.59861, -1.80669, 1.27925)  0.085
H (-1.35652, -2.19285, -1.47247)  0.115
H (-1.05089, -3.81808, -0.88752)  0.128
H (2.94882, -1.81670, -1.22192)  0.133
C (-0.40464, 2.64238, -0.08271)  -0.143
C (0.62197, 3.16637, 0.89124)  -0.144
O (0.11708, 4.45602, 1.28259)  -0.191
S (-1.48694, 4.42257, 1.27513)  0.614
O (-1.94510, 4.19030, 2.60274)  -0.232
O (-1.95224, 5.51178, 0.49165)  -0.220
O (-1.67155, 3.06803, 0.44758)  -0.174
H (-0.28339, 3.09098, -1.06909)  0.114
H (-0.36834, 1.56228, -0.16900)  0.104
H (1.61010, 3.25866, 0.44956)  0.139
H (0.68173, 2.53826, 1.78292)  0.134
C (-1.53965, 3.93830, 5.47309)  -0.176
C (-0.46816, 4.89661, 5.94269)  -0.163
O (-0.74292, 5.09291, 7.33575)  -0.190
S (-1.36150, 3.74308, 7.95189)  0.604
O (-0.32205, 3.01304, 8.58452)  -0.222
O (-2.56786, 4.07119, 8.62141)  -0.221
O (-1.71153, 3.01921, 6.56385)  -0.185
H (-2.48712, 4.45256, 5.30582)  0.134
H (-1.25444, 3.40949, 4.57273)  0.107
H (-0.49385, 5.84346, 5.41011)  0.136
H (0.52768, 4.45593, 5.85200)  0.134
C (-7.01095, -4.06551, 2.12832)  -0.161
C (-7.03943, -3.87408, 0.62701)  -0.163
O (-5.72602, -4.24453, 0.19303)  -0.187
S (-5.15681, -5.40483, 1.14309)  0.628
O (-5.37047, -6.65752, 0.51458)  -0.209
O (-3.87605, -5.00161, 1.61443)  -0.252
O (-6.22448, -5.24584, 2.33196)  -0.182
H (-6.51145, -3.23155, 2.62604)  0.136
H (-8.00468, -4.19492, 2.54958)  0.136
H (-7.26151, -2.84959, 0.34061)  0.137
H (-7.75692, -4.54768, 0.15276)  0.134
C (-0.72884, 7.26818, -3.94794)  -0.164
C (-1.13234, 6.79913, -2.56641)  -0.169
O (-1.50296, 5.42617, -2.74538)  -0.193
S (-0.60722, 4.78204, -3.91488)  0.607
O (0.48128, 4.08718, -3.31994)  -0.231
O (-1.47353, 4.17742, -4.85782)  -0.208
O (-0.04440, 6.15418, -4.53095)  -0.187
H (-1.60341, 7.49034, -4.56318)  0.134
H (-0.07813, 8.13855, -3.91708)  0.135
H (-1.96178, 7.36950, -2.15808)  0.139
H (-0.29130, 6.83488, -1.87048)  0.134
C (6.63170, 2.41638, -1.69142)  -0.166
C (6.08370, 1.78158, -2.95201)  -0.169
O (6.39189, 0.39078, -2.81845)  -0.187
S (6.34135, -0.02089, -1.25822)  0.635
O (5.07691, -0.59373, -0.96958)  -0.251
O (7.55618, -0.67112, -0.93020)  -0.201
O (6.36286, 1.46811, -0.65375)  -0.178
H (7.71306, 2.55625, -1.75468)  0.134
H (6.15670, 3.36805, -1.46601)  0.135
H (6.53416, 2.18769, -3.85397)  0.135
H (4.99732, 1.88596, -3.00986)  0.134
C (2.32297, -6.04402, -4.76848)  -0.163
C (1.09662, -6.88624, -4.48707)  -0.163
O (0.35036, -6.12682, -3.52867)  -0.182
S (0.57158, -4.55890, -3.80018)  0.640
O (-0.51834, -4.06840, -4.56254)  -0.203
O (0.97303, -3.94342, -2.57871)  -0.209
O (1.84735, -4.69273, -4.76936)  -0.183
H (3.06578, -6.14479, -3.97427)  0.135
H (2.78121, -6.28478, -5.72441)  0.136
H (1.34509, -7.86591, -4.08784)  0.137
H (0.48074, -7.00402, -5.38147)  0.135

Calculated values
structure (SMILES)	C[C@H](Cl)COC(=O)NS(=O)(=O)C(F)(F)F.O=S1(=O)OCCO1.O=S1(=O)OCCO1.O=S1(=O)OCCO1.O=S1(=O)OCCO1.O=S1(=O)OCCO1.O=S1(=O)OCCO1
2S+1	1
ΔE to the lowest compared entry with this formula, charge and spin	0.0	kcal/mol
E_LUMO	0.18	eV

***

Below is the molecule C5H8O at a distorted geometry, with properties calculated with wB97M-V/def2-TZVPD.

Last column: natural (NBO) charge in e.
Positions of all 14 atoms, in Å:
O (0.31062, 1.97354, -0.01058)  -0.718
C (0.14758, 0.73190, -0.68913)  0.099
C (1.25535, -0.23919, -0.23978)  -0.456
C (0.55647, -1.21808, 0.68385)  -0.195
C (-0.76040, -1.19586, 0.49439)  -0.188
C (-1.15700, 0.07791, -0.19208)  -0.484
H (-0.54576, 2.41965, -0.07053)  0.463
H (0.19693, 0.91796, -1.77310)  0.168
H (1.62755, -0.80263, -1.10542)  0.214
H (2.09881, 0.31846, 0.18217)  0.230
H (1.07344, -1.82057, 1.42315)  0.212
H (-1.34006, 0.60744, 0.74260)  0.227
H (-1.51809, -1.77115, 1.01718)  0.211
H (-2.04350, 0.14111, -0.83204)  0.217

Calculated values
structure (SMILES)	OC1CC=CC1
2S+1	1
ΔE to the lowest compared entry with this formula, charge and spin	30.0	kcal/mol
E_LUMO	1.01	eV

***

Below is a structure of composition C7H14N2 at a distorted geometry, with properties calculated with wB97M-V/def2-TZVPD.

Last column: natural (NBO) charge in e.
Positions of all 23 atoms, in Å:
C (-0.51271, 1.78142, -1.03880)  -0.602
C (-0.04311, 0.76049, -0.02598)  -0.072
C (-0.60035, 1.06719, 1.40026)  -0.662
C (-0.60157, -0.65296, -0.55107)  -0.040
C (0.63348, -1.76879, -0.46045)  -0.417
C (1.50372, -0.80993, 0.42883)  -0.118
C (1.46541, 0.39740, -0.39112)  -0.116
H (-0.15336, 1.50102, -2.02389)  0.206
H (-0.03726, 2.69237, -0.79183)  0.209
H (-1.53523, 1.88590, -0.94730)  0.200
H (0.21511, 1.78800, 2.08707)  0.225
H (-1.73898, 1.67333, 1.25615)  0.240
H (-0.73336, -0.03074, 1.98824)  0.262
H (-1.01092, -0.57377, -1.56143)  0.196
H (-1.43906, -2.57005, 0.00586)  0.348
H (-2.95989, -1.19720, 0.08151)  0.395
H (1.18945, -2.13960, -1.42748)  0.252
H (0.05646, -2.56145, 0.33000)  0.201
H (1.01310, -0.61397, 1.32883)  0.183
H (2.67981, 0.37077, 1.26343)  0.351
H (1.65570, 0.26116, -1.52131)  0.199
N (-1.79225, -1.28860, 0.32129)  -0.923
N (2.74581, 0.02800, 0.24918)  -0.518

Calculated values
2S+1	1
ΔE to the lowest compared entry with this formula, charge and spin	212.4	kcal/mol
E_LUMO	0.73	eV

***

| no. | total energy (a.u.) | E_HOMO (eV) | gap between HOMO and LUMO (eV) |
| --- | --- | --- | --- |
| 1 | -5056.22349 | -11.21 | 7.3 |
| 2 | -6374.74233 | -10.62 | 10.8 |
| 3 | -270.51005 | -9.08 | 10.1 |
| 4 | -384.29339 | -8.58 | 9.3 |